# 1
The following is a quantum chemistry calculation of a 7-piece molecular cluster, C43H63FN6O6 overall, from the Open Molecules 2025 dataset.

Values from the calculation:
HOMO level = -9.567 eV
Lowest unoccupied orbital energy = -0.9085 eV
SMILES = CCOC(=O)CCCC1=C(F)C(=O)c2c(OC[C@@H](C)O)cccc2C1=O.CCCC#N.CCCC#N.CCCC#N.CCCC#N.CCCC#N.CCCC#N
ΔE to the lowest compared entry with this formula, charge and spin = 0.0000 eV

Bonds (Å) are listed after each position.
Atoms and positions in Å:
1 C -5.17434 -1.04108 -0.77835  C2 1.534, H27 1.088, H28 1.088, H29 1.089
2 C -4.18243 -2.11156 -0.30688  C1 1.534, O3 1.431, H30 1.089, H31 1.088
3 O -3.20148 -1.56601 0.58104  C2 1.431, C4 1.348
4 C -2.02775 -1.15330 0.06286  O3 1.348, O5 1.208, C6 1.503
5 O -1.51069 -1.67311 -0.89663  C4 1.208
6 C -1.40803 -0.02852 0.84450  C4 1.503, C7 1.525, H32 1.096, H33 1.083
7 C -0.97895 1.13269 -0.04555  C6 1.525, C8 1.533, H34 1.091, H35 1.090
8 C -2.17917 1.97981 -0.48379  C7 1.533, C9 1.502, H36 1.092, H37 1.092
9 C -1.95498 2.75150 -1.75271  C8 1.502, C10 1.332, C25 1.495
10 C -0.87272 3.46942 -2.04988  C9 1.332, F11 1.336, C12 1.497
11 F 0.14801 3.63363 -1.20340  C10 1.336
12 C -0.72628 4.19978 -3.34889  C10 1.497, O13 1.208, C14 1.490
13 O -0.13779 5.25195 -3.41961  C12 1.208
14 C -1.38882 3.51614 -4.49479  C12 1.490, C15 1.391, C24 1.396
15 C -0.89511 3.55364 -5.79489  C14 1.391, O16 1.357, C21 1.392
16 O 0.26758 4.19098 -6.08550  C15 1.357, C17 1.439
17 C 1.38567 3.30860 -6.28889  O16 1.439, C18 1.519, H38 1.096, H39 1.091
18 C 2.64765 3.86041 -5.64724  C17 1.519, C19 1.522, O20 1.431, H40 1.090
19 C 2.77661 3.49724 -4.17450  C18 1.522, H41 1.094, H42 1.088, H43 1.091
20 O 3.75590 3.32015 -6.37423  C18 1.431, H44 0.963
21 C -1.60986 2.91780 -6.80584  C15 1.392, C22 1.384, H45 1.082
22 C -2.78233 2.24128 -6.51864  C21 1.384, C23 1.387, H46 1.082
23 C -3.26599 2.17679 -5.22008  C22 1.387, C24 1.382, H47 1.081
24 C -2.56216 2.81334 -4.21479  C14 1.396, C23 1.382, C25 1.494
25 C -3.02591 2.75401 -2.79537  C9 1.495, C24 1.494, O26 1.210
26 O -4.19836 2.71702 -2.49786  C25 1.210
27 H -6.12849 -1.18396 -0.27575  C1 1.088
28 H -4.80309 -0.04399 -0.55214  C1 1.088
29 H -5.31197 -1.11520 -1.85629  C1 1.089
30 H -4.71472 -2.86466 0.27212  C2 1.089
31 H -3.72013 -2.63420 -1.14168  C2 1.088
32 H -0.49835 -0.45136 1.28665  C6 1.096
33 H -2.01615 0.28190 1.68526  C6 1.083
34 H -0.30017 1.75602 0.53810  C7 1.091
35 H -0.40138 0.77020 -0.89644  C7 1.090
36 H -3.02683 1.31773 -0.67116  C8 1.092
37 H -2.48570 2.65833 0.31511  C8 1.092
38 H 1.15726 2.33439 -5.84239  C17 1.096
39 H 1.54024 3.15223 -7.35736  C17 1.091
40 H 2.69528 4.94527 -5.73611  C18 1.090
41 H 2.58855 2.43189 -4.01427  C19 1.094
42 H 2.14776 4.11058 -3.53237  C19 1.088
43 H 3.80779 3.69638 -3.88045  C19 1.091
44 H 3.89728 2.42171 -6.05759  O20 0.963
45 H -1.23749 2.96153 -7.82030  C21 1.082
46 H -3.31610 1.76550 -7.33034  C22 1.082
47 H -4.17845 1.64476 -4.98909  C23 1.081
48 C 3.28097 9.34314 -1.58965  C49 1.524, H53 1.091, H54 1.090, H55 1.092
49 C 2.21455 8.44140 -2.19993  C48 1.524, C50 1.533, H56 1.091, H57 1.091
50 C 2.36773 6.97167 -1.79103  C49 1.533, C51 1.462, H58 1.091, H59 1.092
51 C 3.65307 6.42850 -2.22891  C50 1.462, N52 1.147
52 N 4.65659 5.99891 -2.57978  C51 1.147
53 H 4.27908 9.05910 -1.92590  C48 1.091
54 H 3.11826 10.38145 -1.87881  C48 1.090
55 H 3.26275 9.29131 -0.49925  C48 1.092
56 H 2.24966 8.51555 -3.28818  C49 1.091
57 H 1.22507 8.78008 -1.88893  C49 1.091
58 H 1.57460 6.37026 -2.23746  C50 1.091
59 H 2.30008 6.86804 -0.70648  C50 1.092
60 C -2.71522 -2.07527 6.13987  C61 1.524, H65 1.091, H66 1.091, H67 1.091
61 C -3.90955 -1.76360 5.24517  C60 1.524, C62 1.532, H68 1.092, H69 1.091
62 C -3.49680 -1.37451 3.82196  C61 1.532, C63 1.461, H70 1.090, H71 1.092
63 C -2.65612 -0.17908 3.81556  C62 1.461, N64 1.149
64 N -2.00493 0.76722 3.80076  C63 1.149
65 H -2.07420 -1.20073 6.26270  C60 1.091
66 H -3.04773 -2.38253 7.13211  C60 1.091
67 H -2.11261 -2.88086 5.71730  C60 1.091
68 H -4.50108 -0.95807 5.68544  C61 1.092
69 H -4.55889 -2.63770 5.17944  C61 1.091
70 H -4.37464 -1.18159 3.20463  C62 1.090
71 H -2.92902 -2.17985 3.35177  C62 1.092
72 C -9.56320 -0.36620 0.45216  C73 1.524, H77 1.091, H78 1.090, H79 1.091
73 C -10.03315 -1.54404 1.29734  C72 1.524, C74 1.534, H80 1.091, H81 1.091
74 C -9.49191 -1.50107 2.73171  C73 1.534, C75 1.462, H82 1.090, H83 1.091
75 C -8.03030 -1.54330 2.75471  C74 1.462, N76 1.146
76 N -6.88464 -1.56835 2.74611  C75 1.146
77 H -8.47768 -0.36215 0.34431  C72 1.091
78 H -9.99331 -0.41591 -0.54768  C72 1.090
79 H -9.86199 0.58346 0.89944  C72 1.091
80 H -9.72811 -2.48030 0.82656  C73 1.091
81 H -11.12314 -1.55109 1.34391  C73 1.091
82 H -9.86366 -2.34744 3.31016  C74 1.090
83 H -9.81391 -0.58712 3.23373  C74 1.091
84 C 1.47565 -5.89542 1.11773  C85 1.523, H89 1.092, H90 1.091, H91 1.091
85 C 0.94303 -4.84022 0.15697  C84 1.523, C86 1.533, H92 1.092, H93 1.091
86 C 0.82390 -3.46207 0.81742  C85 1.533, C87 1.463, H94 1.091, H95 1.092
87 C -0.09582 -3.48317 1.95437  C86 1.463, N88 1.148
88 N -0.81890 -3.51306 2.84491  C87 1.148
89 H 0.79213 -6.04651 1.95603  C84 1.092
90 H 1.59472 -6.85516 0.61379  C84 1.091
91 H 2.44519 -5.58586 1.51020  C84 1.091
92 H -0.03086 -5.14140 -0.23432  C85 1.092
93 H 1.61519 -4.74671 -0.69731  C85 1.091
94 H 0.45866 -2.72132 0.10488  C86 1.091
95 H 1.80095 -3.13391 1.17947  C86 1.092
96 C 4.16172 -2.23657 4.55111  C97 1.524, H101 1.091, H102 1.090, H103 1.091
97 C 4.23658 -3.60436 5.21926  C96 1.524, C98 1.535, H104 1.092, H105 1.091
98 C 5.23889 -4.54395 4.53529  C97 1.535, C99 1.461, H106 1.091, H107 1.092
99 C 4.87567 -4.78139 3.14071  C98 1.461, N100 1.147
100 N 4.56896 -4.93631 2.04654  C99 1.147
101 H 3.81472 -2.31795 3.52004  C96 1.091
102 H 3.46412 -1.59066 5.08402  C96 1.090
103 H 5.13730 -1.74948 4.53709  C96 1.091
104 H 3.24881 -4.06957 5.22015  C97 1.092
105 H 4.53600 -3.48969 6.26217  C97 1.091
106 H 5.27849 -5.50704 5.04619  C98 1.091
107 H 6.23997 -4.10886 4.55102  C98 1.092
108 C 10.45329 -4.01688 1.51087  C109 1.524, H113 1.091, H114 1.090, H115 1.091
109 C 9.25474 -4.95277 1.41202  C108 1.524, C110 1.533, H116 1.092, H117 1.091
110 C 7.99025 -4.25285 0.90065  C109 1.533, C111 1.461, H118 1.091, H119 1.092
111 C 7.57663 -3.16787 1.78815  C110 1.461, N112 1.147
112 N 7.24612 -2.34003 2.50939  C111 1.147
113 H 10.26899 -3.21110 2.22261  C108 1.091
114 H 11.33728 -4.55852 1.84685  C108 1.090
115 H 10.68212 -3.56818 0.54256  C108 1.091
116 H 9.05067 -5.39293 2.39014  C109 1.092
117 H 9.48629 -5.77630 0.73480  C109 1.091
118 H 7.15760 -4.95428 0.82883  C110 1.091
119 H 8.16087 -3.83463 -0.09304  C110 1.092

=====

# 2
The following is a quantum chemistry calculation of one molecule with the formula C5H11N3O, from the Open Molecules 2025 dataset.

Values from the calculation:
HOMO level = -7.779 eV
Lowest unoccupied orbital energy = 0.9198 eV
SMILES = [H]/N=C/C(C)=C(\N)N(C)O
ΔE to the lowest compared entry with this formula, charge and spin = 3.9416 eV

Bonds (Å) are listed after each position.
Atoms and positions in Å:
1 H -3.58450 1.45183 1.04880  N2 1.028
2 N -2.66186 1.00237 1.10746  H1 1.028, C3 1.283
3 C -2.09441 0.96059 -0.04247  N2 1.283, C4 1.636, H11 1.104
4 C -0.67459 0.23479 -0.40699  C3 1.636, C5 1.487, C6 1.322
5 C -0.43742 -0.02856 -1.85076  C4 1.487, H12 1.093, H13 1.095, H14 1.095
6 C 0.12989 0.20174 0.64179  C4 1.322, N7 1.372, N8 1.522
7 N 0.00690 0.82299 1.85906  C6 1.372, H15 1.030, H16 1.015
8 N 1.48456 -0.47192 0.47405  C6 1.522, C9 1.448, O10 1.405
9 C 1.71770 -1.75987 -0.14590  N8 1.448, H17 1.094, H18 1.097, H19 1.095
10 O 2.59770 0.37056 0.31881  N8 1.405, H20 0.976
11 H -2.58200 1.41399 -0.92288  C3 1.104
12 H -0.79314 -1.02356 -2.13112  C5 1.093
13 H -0.94610 0.70998 -2.47908  C5 1.095
14 H 0.62811 0.05190 -2.09015  C5 1.095
15 H -0.98743 0.97075 2.08144  N7 1.030
16 H 0.48217 0.27926 2.57199  N7 1.015
17 H 1.79978 -1.68896 -1.23483  C9 1.094
18 H 2.65301 -2.19249 0.22905  C9 1.097
19 H 0.90851 -2.45046 0.11183  C9 1.095
20 H 2.35312 1.14508 0.85992  O10 0.976

=====

# 3
The following is a quantum chemistry calculation of a 2-piece molecular cluster, C4H13NO2 overall, from the Open Molecules 2025 dataset.

Values from the calculation:
HOMO level = -8.857 eV
Lowest unoccupied orbital energy = 0.6002 eV
SMILES = C[C@H](O)CCN.O
ΔE to the lowest compared entry with this formula, charge and spin = 1.0494 eV

Bonds (Å) are listed after each position.
Atoms and positions in Å:
1 C 0.99621 1.49104 -1.33259  C2 1.507, H7 1.075, H8 1.094, H9 1.082
2 C 0.13652 1.08946 -0.16177  C1 1.507, O3 1.415, C4 1.538, H10 1.096
3 O -0.24774 2.18241 0.64994  C2 1.415, H11 0.963
4 C 0.81911 0.04689 0.73980  C2 1.538, C5 1.537, H12 1.093, H13 1.097
5 C 0.13617 -0.16681 2.10029  C4 1.537, N6 1.468, H14 1.088, H15 1.090
6 N -1.22411 -0.69335 1.93329  C5 1.468, H16 1.002, H17 1.002
7 H 1.77252 0.82285 -1.65816  C1 1.075
8 H 1.54043 2.41695 -1.12407  C1 1.094
9 H 0.37840 1.80713 -2.16324  C1 1.082
10 H -0.83356 0.64195 -0.40654  C2 1.096
11 H 0.52780 2.60717 1.03220  O3 0.963
12 H 0.95780 -0.96343 0.34717  C4 1.093
13 H 1.85721 0.33071 0.95048  C4 1.097
14 H 0.73876 -0.69226 2.83763  C5 1.088
15 H 0.01282 0.84287 2.49109  C5 1.090
16 H -1.25791 -1.29433 1.13168  N6 1.002
17 H -1.87105 0.05343 2.09845  N6 1.002
18 O -1.32719 -3.83545 -2.99077  H19 0.962, H20 0.967
19 H -2.25187 -3.63810 -3.17077  O18 0.962
20 H -0.86032 -3.04913 -3.30409  O18 0.967

=====

# 4
The following is a quantum chemistry calculation of a 3-piece molecular cluster, C19H26N3O4S overall, from the Open Molecules 2025 dataset.

Values from the calculation:
HOMO level = -10.906 eV
Total charge = +1
Lowest unoccupied orbital energy = -4.2710 eV
ΔE to the lowest compared entry with this formula, charge and spin = 4.4104 eV

Bonds (Å) are listed after each position.
Atoms and positions in Å:
1 C 2.17552 3.00065 0.40079  C2 1.500, H16 1.088, H17 1.091, H18 1.091
2 C 0.96729 2.66822 1.22520  C1 1.500, O3 1.194, O4 1.390
3 O 0.78493 1.60851 1.74381  C2 1.194
4 O 0.07786 3.70182 1.49462  C2 1.390, C5 1.391
5 C -0.55786 4.34097 0.43544  O4 1.391, N6 1.487, H19 1.096, H20 1.090
6 N -1.89896 3.74534 0.19802  C5 1.487, C7 1.483, C8 1.399
7 C -2.81183 4.65978 -0.53067  N6 1.483, H21 1.095, H22 1.086, H23 1.093
8 C -1.91217 2.45214 -0.33577  N6 1.399, N9 1.308, N11 1.383
9 N -1.29150 2.16121 -1.45004  C8 1.308, S10 1.733, H24 1.013
10 S -1.02682 0.54162 -2.00554  N9 1.733, H25 1.338
11 N -2.55155 1.41811 0.32255  C8 1.383, O12 1.391, C13 1.488
12 O -2.47732 1.57853 1.70182  N11 1.391, H26 0.973
13 C -3.87883 0.92820 -0.13752  N11 1.488, C14 1.527, H27 1.092, H28 1.092
14 C -4.45466 1.67444 -1.33856  C13 1.527, O15 1.207, H29 1.104
15 O -4.05626 1.52385 -2.46766  C14 1.207
16 H 2.00221 3.74642 -0.37187  C1 1.088
17 H 2.52055 2.07405 -0.05977  C1 1.091
18 H 2.95522 3.36797 1.07025  C1 1.091
19 H 0.05758 4.32836 -0.47153  C5 1.096
20 H -0.73326 5.38102 0.70912  C5 1.090
21 H -2.73072 4.57392 -1.61928  C7 1.095
22 H -2.59272 5.67796 -0.22210  C7 1.086
23 H -3.84863 4.44780 -0.25694  C7 1.093
24 H -0.88978 2.91465 -1.99481  N9 1.013
25 H -0.94192 0.90344 -3.29070  S10 1.338
26 H -3.03192 2.33733 1.95460  O12 0.973
27 H -3.81490 -0.13704 -0.37103  C13 1.092
28 H -4.56559 1.05837 0.70082  C13 1.092
29 H -5.27230 2.38355 -1.12102  C14 1.104
30 C 0.87104 -2.51784 2.92634  C31 1.388, C35 1.387, H36 1.083
31 C 1.69037 -1.45567 2.56811  C30 1.388, C32 1.391, H37 1.079
32 C 3.01161 -1.69492 2.20594  C31 1.391, C33 1.388, H38 1.083
33 C 3.50196 -2.99342 2.18410  C32 1.388, C34 1.388, H39 1.083
34 C 2.67683 -4.05283 2.53586  C33 1.388, C35 1.387, H40 1.082
35 C 1.36417 -3.81443 2.91384  C30 1.387, C34 1.387, H41 1.082
36 H -0.15725 -2.33403 3.21131  C30 1.083
37 H 1.30054 -0.44920 2.56193  C31 1.079
38 H 3.65530 -0.86925 1.92801  C32 1.083
39 H 4.52576 -3.18190 1.88600  C33 1.083
40 H 3.05602 -5.06594 2.50924  C34 1.082
41 H 0.72338 -4.64130 3.19081  C35 1.082
42 C 0.27317 -3.15519 -1.84652  C43 1.389, C47 1.386, H48 1.085
43 C 0.39736 -4.03934 -2.91054  C42 1.389, C44 1.389, H49 1.082
44 C 1.59426 -4.71434 -3.11057  C43 1.389, C45 1.389, H50 1.082
45 C 2.66192 -4.50620 -2.24618  C44 1.389, C46 1.388, H51 1.082
46 C 2.53131 -3.62242 -1.18433  C45 1.388, C47 1.386, H52 1.080
47 C 1.33873 -2.94490 -0.98491  C42 1.386, C46 1.386, H53 1.084
48 H -0.66494 -2.63609 -1.68124  C42 1.085
49 H -0.43668 -4.20762 -3.57964  C43 1.082
50 H 1.69331 -5.40541 -3.93716  C44 1.082
51 H 3.59184 -5.03816 -2.39800  C45 1.082
52 H 3.35548 -3.45756 -0.50645  C46 1.080
53 H 1.24286 -2.26320 -0.14820  C47 1.084

=====

What did the second record say?
The following is a quantum chemistry calculation of one molecule with the formula C5H11N3O, from the Open Molecules 2025 dataset.

Values from the calculation:
HOMO level = -7.779 eV
Lowest unoccupied orbital energy = 0.9198 eV
SMILES = [H]/N=C/C(C)=C(\N)N(C)O
ΔE to the lowest compared entry with this formula, charge and spin = 3.9416 eV

Bonds (Å) are listed after each position.
Atoms and positions in Å:
1 H -3.58450 1.45183 1.04880  N2 1.028
2 N -2.66186 1.00237 1.10746  H1 1.028, C3 1.283
3 C -2.09441 0.96059 -0.04247  N2 1.283, C4 1.636, H11 1.104
4 C -0.67459 0.23479 -0.40699  C3 1.636, C5 1.487, C6 1.322
5 C -0.43742 -0.02856 -1.85076  C4 1.487, H12 1.093, H13 1.095, H14 1.095
6 C 0.12989 0.20174 0.64179  C4 1.322, N7 1.372, N8 1.522
7 N 0.00690 0.82299 1.85906  C6 1.372, H15 1.030, H16 1.015
8 N 1.48456 -0.47192 0.47405  C6 1.522, C9 1.448, O10 1.405
9 C 1.71770 -1.75987 -0.14590  N8 1.448, H17 1.094, H18 1.097, H19 1.095
10 O 2.59770 0.37056 0.31881  N8 1.405, H20 0.976
11 H -2.58200 1.41399 -0.92288  C3 1.104
12 H -0.79314 -1.02356 -2.13112  C5 1.093
13 H -0.94610 0.70998 -2.47908  C5 1.095
14 H 0.62811 0.05190 -2.09015  C5 1.095
15 H -0.98743 0.97075 2.08144  N7 1.030
16 H 0.48217 0.27926 2.57199  N7 1.015
17 H 1.79978 -1.68896 -1.23483  C9 1.094
18 H 2.65301 -2.19249 0.22905  C9 1.097
19 H 0.90851 -2.45046 0.11183  C9 1.095
20 H 2.35312 1.14508 0.85992  O10 0.976